{"formula": "C15H38Cl2IrP2", "method": "ωB97M-V with the def2-TZVPD basis set", "elements": ["Ir", "Cl", "Cl", "H", "H", "P", "C", "C", "C", "C", "H", "C", "H", "H", "H", "H", "H", "H", "H", "C", "C", "H", "H", "H", "H", "H", "H", "C", "H", "C", "H", "H", "H", "H", "H", "H", "C", "C", "P", "C", "C", "C", "C", "H", "H", "H", "H", "H", "H", "H", "H", "H", "H", "H", "H", "H", "H", "H"], "coordinates": [[0.62255, 0.58108, 0.70077], [2.21715, 1.84267, -0.40471], [-1.08832, -0.53260, -0.41532], [-0.19615, 1.80813, 1.32696], [1.97027, 0.30705, 1.46768], [0.04929, -0.00473, -2.27637], [1.73445, -0.64188, -2.64291], [-1.13040, -0.90086, -3.37574], [-0.00284, 1.77796, -2.73960], [2.13942, -1.84599, -1.79267], [2.37057, 0.21173, -2.35312], [1.96779, -0.93357, -4.12813], [1.53127, -1.89539, -4.42957], [3.05129, -1.00717, -4.29067], [1.60481, -0.14889, -4.80274], [2.04186, -1.61832, -0.72266], [3.19780, -2.07062, -1.99657], [1.54786, -2.73585, -2.05011], [0.92014, 2.16337, -2.26466], [-1.18324, 2.50019, -2.09382], [0.10984, 2.03824, -4.24265], [1.12608, 1.88161, -4.62446], [-0.12688, 3.09331, -4.42885], [-0.58063, 1.43714, -4.84962], [-1.15247, 2.38531, -1.00473], [-2.14519, 2.14650, -2.48441], [-1.09768, 3.57233, -2.31749], [-1.16609, -2.40826, -3.09120], [-0.69113, -0.73637, -4.37505], [-2.55545, -0.33498, -3.36315], [-0.22738, -2.91487, -3.34244], [-1.95870, -2.85625, -3.70459], [-1.41237, -2.61058, -2.04428], [-2.95448, -0.27079, -2.34415], [-3.20498, -1.02273, -3.92235], [-2.63451, 0.64729, -3.84354], [-2.46585, 0.02732, 3.88813], [-1.28079, 0.96905, 3.67076], [0.25310, 0.25035, 2.88891], [1.74687, 0.73662, 3.89213], [1.48785, 1.38146, 5.24283], [0.12872, -1.51324, 3.43881], [-0.20305, -1.78745, 4.90760], [-2.48363, -0.80233, 3.17066], [-3.39434, 0.59703, 3.80019], [-2.48186, -0.40474, 4.89458], [-1.58225, 1.79948, 3.01609], [-0.96129, 1.42410, 4.62342], [2.38230, -0.16114, 3.97864], [2.28135, 1.43639, 3.23271], [0.88211, 0.77140, 5.92169], [2.44532, 1.56511, 5.75246], [1.01146, 2.35361, 5.10364], [-0.63341, -1.93981, 2.77831], [1.09317, -1.96478, 3.16674], [-0.84157, -1.03027, 5.36507], [-0.76101, -2.72688, 4.98666], [0.68324, -1.88455, 5.54690]], "forces_ev_per_angstrom": [[1.08, 0.38, 2.29], [0.75, 0.85, -0.43], [-2.51, -1.42, 1.55], [-0.36, 0.89, -0.25], [0.49, -0.82, -0.05], [0.82, 0.41, -1.61], [0.21, 0.24, -0.64], [0.32, 0.07, -0.53], [0.55, 0.01, -0.25], [0.09, 0.04, 0.05], [-0.28, -0.26, -0.01], [0.35, -0.09, -0.29], [0.01, 0.22, 0.04], [-0.12, -0.09, -0.04], [0.00, -0.22, 0.20], [-0.03, -0.17, -0.19], [-0.26, 0.01, 0.09], [0.14, 0.20, 0.20], [-0.55, -0.20, -0.22], [-0.04, 0.16, 0.01], [-0.10, 0.25, -0.35], [-0.21, -0.07, 0.16], [-0.01, -0.09, -0.04], [0.09, 0.13, 0.12], [-0.12, -0.01, -0.17], [0.18, 0.15, 0.22], [-0.04, -0.18, 0.04], [-0.05, -0.08, -0.11], [-0.30, -0.21, 0.11], [-0.15, -0.04, -0.09], [-0.15, 0.14, 0.12], [0.18, 0.02, 0.07], [0.09, 0.01, -0.15], [0.08, 0.05, -0.19], [0.11, 0.15, 0.08], [0.09, -0.19, 0.16], [-0.30, -0.08, 0.09], [0.54, 0.64, 0.10], [-0.07, -1.30, 0.95], [-0.28, 0.48, -0.46], [0.33, 0.07, 0.30], [-0.04, 0.33, -0.41], [0.04, -0.16, 0.37], [-0.14, 0.25, 0.11], [0.01, -0.10, -0.18], [-0.02, 0.09, -0.34], [0.14, -0.24, 0.19], [-0.24, -0.15, -0.33], [-0.36, 0.24, -0.12], [0.01, -0.08, 0.36], [0.01, 0.06, -0.19], [-0.18, -0.01, -0.12], [-0.05, -0.02, 0.14], [0.14, -0.20, 0.08], [-0.27, 0.01, -0.09], [0.32, -0.10, -0.09], [0.10, -0.01, 0.03], [-0.05, 0.06, -0.28]], "total_charge": -1, "orbital_gap_ev": [1.61, 7.67], "e_tot_ev": -62629.87316, "relative_energy_kcal_mol": 15.4, "homo_ev": [0.986, -5.546], "spin_multiplicity": 5}

{"formula": "C15H39AlBrO11P2", "method": "ωB97M-V with the def2-TZVPD basis set", "elements": ["O", "C", "C", "Al", "Br", "C", "O", "O", "H", "H", "H", "H", "H", "H", "H", "H", "H", "O", "P", "O", "C", "C", "O", "C", "C", "O", "C", "C", "H", "H", "H", "H", "H", "H", "H", "H", "H", "H", "H", "H", "H", "H", "H", "O", "P", "O", "C", "C", "O", "C", "C", "O", "C", "C", "H", "H", "H", "H", "H", "H", "H", "H", "H", "H", "H", "H", "H", "H", "H"], "coordinates": [[8.60831, 1.67175, -1.94895], [8.13695, 2.24268, -3.23405], [8.18234, 3.89332, -3.02988], [6.44834, 4.47548, -2.09918], [6.48197, 6.72965, -1.24051], [4.90934, 4.13560, -3.41854], [3.64317, 3.93474, -2.65992], [3.56161, 2.68486, -2.27666], [7.76603, 1.45135, -1.43181], [6.98376, 1.94762, -3.31891], [8.76708, 1.90694, -4.16397], [8.26110, 4.46168, -4.07000], [9.12602, 4.25067, -2.40647], [6.22316, 3.50846, -0.86591], [5.11370, 3.15665, -4.06725], [4.77685, 5.05369, -4.15030], [2.68551, 2.28313, -2.58654], [1.58628, -0.34767, -2.34456], [1.90894, -1.69985, -1.66284], [0.42815, -2.35600, -1.99774], [0.25592, -2.90697, -3.29544], [1.09037, -4.16160, -3.48917], [1.62095, -1.07941, -0.14103], [1.69158, 0.32032, 0.11222], [0.33316, 0.97551, -0.08540], [2.26946, -3.21071, -0.90112], [1.82342, -3.54836, 0.41223], [0.31617, -3.53692, 0.62525], [0.50290, -2.15629, -4.05213], [-0.80379, -3.15559, -3.40625], [2.15824, -3.92837, -3.46543], [0.86937, -4.63124, -4.45214], [0.89740, -4.88443, -2.69053], [2.46485, 0.78932, -0.50247], [2.00371, 0.45209, 1.15296], [-0.15528, 0.67415, -1.01227], [0.42798, 2.06902, -0.08124], [-0.34682, 0.68760, 0.72599], [2.33417, -2.91804, 1.14704], [2.17890, -4.56705, 0.59816], [-0.12368, -2.54715, 0.49433], [0.07520, -3.86056, 1.64356], [-0.18439, -4.20515, -0.08217], [-3.41634, 1.20330, 2.76877], [-4.17175, -0.00055, 3.38305], [-4.65711, -0.59420, 1.91764], [-3.71444, -1.38533, 1.20861], [-3.46175, -2.71408, 1.90035], [-5.49298, 0.94033, 3.77408], [-5.37787, 2.35236, 3.91992], [-5.64367, 3.05664, 2.59818], [-5.01581, -1.34568, 4.06941], [-6.43210, -1.36999, 4.24659], [-7.26268, -1.19758, 2.98258], [-2.78085, -0.82804, 1.08639], [-4.12628, -1.56812, 0.21158], [-2.97347, -2.56487, 2.86711], [-2.81552, -3.35320, 1.29155], [-4.40283, -3.23979, 2.08889], [-4.40475, 2.62312, 4.33883], [-6.12722, 2.67080, 4.65135], [-5.10690, 2.60994, 1.76103], [-5.36701, 4.11681, 2.66345], [-6.70947, 2.99574, 2.34525], [-6.71889, -0.64367, 5.01361], [-6.66584, -2.35313, 4.66786], [-7.11967, -0.22476, 2.50991], [-8.32938, -1.28493, 3.21557], [-7.00383, -1.95604, 2.23742]], "forces_ev_per_angstrom": [[-1.88, -0.60, -0.59], [-1.03, 1.91, 0.75], [0.97, 0.25, -0.97], [0.32, -0.55, -0.57], [0.01, -0.14, -0.23], [0.53, -0.15, -1.36], [0.26, 4.79, -2.30], [-1.33, -5.66, 1.41], [1.86, 0.72, -1.10], [2.52, 0.42, -0.37], [-1.12, 0.22, 2.01], [-0.04, -1.27, 1.79], [-1.68, -1.12, -1.33], [-0.07, -0.20, 0.39], [-0.64, 1.97, 1.11], [-0.27, -1.85, 1.30], [1.55, 1.15, 0.07], [3.79, -1.98, -1.96], [-7.29, 1.75, 5.72], [0.13, -0.32, -1.00], [-0.24, -0.27, -0.21], [0.02, -0.15, -0.03], [1.34, -0.64, -0.41], [-0.12, 0.66, -0.02], [-0.23, 0.13, 0.26], [2.18, 0.84, -2.42], [0.08, 0.20, 1.02], [-0.27, 0.15, -0.27], [-0.05, 0.02, -0.01], [0.07, 0.14, 0.14], [0.02, -0.06, -0.03], [0.00, 0.09, 0.05], [0.02, 0.12, -0.12], [-0.21, -0.06, 0.05], [-0.02, -0.25, -0.07], [0.23, 0.01, -0.13], [0.00, -0.24, 0.03], [0.11, 0.09, -0.05], [-0.21, 0.01, -0.14], [0.14, 0.03, -0.42], [0.17, -0.06, 0.00], [0.23, -0.10, -0.07], [0.09, -0.01, 0.12], [2.88, -2.59, 2.75], [-7.65, 3.11, -4.47], [0.84, -0.40, -0.11], [0.13, -0.37, -0.39], [-0.01, -0.15, -0.02], [0.71, -0.51, 1.16], [0.03, 0.44, -0.20], [-0.29, 0.21, -0.12], [3.27, 0.23, 0.96], [-0.88, 0.37, 0.49], [0.18, 0.11, -0.36], [-0.01, 0.01, -0.07], [-0.05, 0.17, 0.13], [0.04, -0.06, 0.03], [-0.02, 0.12, 0.03], [0.13, 0.09, -0.04], [-0.10, -0.07, -0.22], [-0.04, -0.26, -0.03], [0.21, -0.02, 0.19], [-0.07, -0.21, -0.01], [0.14, 0.05, 0.10], [0.03, -0.01, -0.24], [0.44, -0.06, -0.05], [0.05, -0.10, 0.15], [0.16, -0.13, 0.18], [-0.07, 0.03, 0.15]], "total_charge": -1, "orbital_gap_ev": 3.52, "e_tot_ev": -133922.11888, "homo_ev": -4.467, "spin_multiplicity": 1}